Entry 1:
C30H19F3MgN6 as an isolated structure, computed with ωB97M-V/def2-TZVPD.

HOMO: -8.07 eV
HOMO-LUMO gap: 6.9 eV
Max |F|: 0.568 eV/Å
ΔE to the lowest compared entry with this formula, charge and spin: 0.5 kcal per mole
Lowest unoccupied orbital energy: -1.14 eV

Geometry (Å):
1 Mg 0.596 0.753 -0.275
2 N -3.752 0.904 -0.965
3 C -2.475 0.510 -0.893
4 N -1.461 1.309 -0.932
5 C -1.662 2.677 -1.053
6 N -0.665 3.503 -1.139
7 N 0.529 2.801 -1.033
8 C 1.599 3.387 -1.375
9 C 2.837 2.578 -1.290
10 C 4.080 3.106 -1.584
11 C 5.189 2.273 -1.496
12 C 5.010 0.955 -1.124
13 C 3.722 0.507 -0.848
14 N 2.661 1.298 -0.927
15 C -3.037 3.179 -1.090
16 C -3.338 4.543 -1.154
17 C -4.650 4.962 -1.172
18 C -5.684 4.023 -1.126
19 C -5.410 2.675 -1.063
20 C -4.080 2.259 -1.044
21 H -4.481 0.212 -0.920
22 H -2.280 -0.555 -0.797
23 H 1.619 4.415 -1.729
24 H 4.175 4.144 -1.874
25 H 6.177 2.653 -1.718
26 H 5.844 0.272 -1.045
27 H 3.524 -0.518 -0.557
28 H -2.520 5.248 -1.187
29 H -4.880 6.017 -1.218
30 H -6.714 4.356 -1.136
31 H -6.209 1.946 -1.024
32 N 0.354 1.712 7.263
33 C 0.391 1.580 6.121
34 C 0.433 1.415 4.690
35 C 0.777 0.185 4.134
36 C 0.810 0.047 2.755
37 C 0.519 1.094 1.861
38 C 0.180 2.310 2.480
39 C 0.129 2.487 3.855
40 H 1.012 -0.648 4.786
41 H 1.068 -0.933 2.359
42 H -0.057 3.179 1.868
43 H -0.141 3.442 4.288
44 F 1.995 -8.709 -0.593
45 C 0.727 -8.265 -0.711
46 F 0.020 -8.820 0.287
47 F 0.253 -8.784 -1.863
48 C 0.660 -6.768 -0.705
49 C 1.349 -6.067 -1.688
50 C 1.309 -4.687 -1.708
51 C 0.582 -3.980 -0.743
52 C -0.105 -4.699 0.237
53 C -0.068 -6.085 0.256
54 C 0.542 -2.546 -0.760
55 C 0.509 -1.325 -0.776
56 H 1.914 -6.603 -2.440
57 H 1.838 -4.135 -2.473
58 H -0.664 -4.158 0.988
59 H -0.603 -6.630 1.020

These are the Mulliken partial charges, in e, on atoms 1 to 2: number 1, Mg, carries 0.858; number 2, N, carries 0.084

Entry 2:
A 4-piece molecular cluster, C33H42ClF3NO4S overall, computed with ωB97M-V/def2-TZVPD.

HOMO: -10.83 eV
HOMO-LUMO gap: 8.3 eV
Max |F|: 2.211 eV/Å
Net charge: +1
ΔE to the lowest compared entry with this formula, charge and spin: 8.0 kcal per mole
Lowest unoccupied orbital energy: -2.51 eV

Geometry (Å):
1 C 4.316 0.318 1.963
2 C 4.174 0.814 0.887
3 C 3.904 1.397 -0.428
4 C 4.099 0.337 -1.545
5 C 2.876 0.191 -2.472
6 C 1.969 -0.915 -1.951
7 C 0.847 -1.246 -2.946
8 N -0.411 -1.809 -2.323
9 C -0.451 -3.308 -2.244
10 C 0.792 -3.894 -1.586
11 C 0.459 -5.180 -0.819
12 C 1.691 -5.645 -0.031
13 S 2.127 -4.636 1.384
14 O 3.015 -3.617 0.902
15 O 2.600 -5.413 2.479
16 Cl 0.417 -3.619 1.900
17 C -0.780 -1.169 -1.006
18 C -2.187 -0.549 -1.060
19 O -3.174 -1.434 -0.615
20 C -3.524 -1.326 0.761
21 C 0.213 -0.077 -0.652
22 O 1.507 -0.629 -0.643
23 H 4.568 -0.215 2.849
24 H 4.538 2.270 -0.559
25 H 2.853 1.684 -0.419
26 H 4.245 -0.621 -1.049
27 H 5.004 0.503 -2.123
28 H 2.341 1.137 -2.574
29 H 3.235 -0.097 -3.463
30 H 2.594 -1.802 -1.848
31 H 0.537 -0.386 -3.537
32 H 1.226 -1.981 -3.653
33 H -1.171 -1.549 -2.949
34 H -1.313 -3.540 -1.617
35 H -0.673 -3.720 -3.226
36 H 1.169 -3.179 -0.854
37 H 1.550 -4.086 -2.344
38 H -0.375 -4.946 -0.163
39 H 0.195 -5.987 -1.500
40 H 2.562 -5.546 -0.676
41 H 1.614 -6.695 0.238
42 H -0.776 -1.903 -0.205
43 H -2.448 -0.238 -2.078
44 H -2.137 0.372 -0.474
45 H -3.330 -2.275 1.263
46 H -2.959 -0.553 1.284
47 H -4.585 -1.106 0.857
48 H 0.011 0.286 0.353
49 H 0.132 0.782 -1.330
50 F -2.722 -4.591 -0.168
51 C -3.325 -5.128 0.931
52 C -4.701 -5.187 0.977
53 C -5.302 -5.736 2.101
54 C -4.526 -6.204 3.153
55 C -3.141 -6.128 3.084
56 C -2.533 -5.590 1.960
57 H -5.287 -4.810 0.149
58 H -6.380 -5.799 2.154
59 H -5.001 -6.628 4.027
60 H -2.534 -6.487 3.903
61 H -1.458 -5.526 1.875
62 F 0.433 3.438 -1.544
63 C -0.771 3.826 -1.056
64 C -0.826 4.817 -0.099
65 C -2.064 5.203 0.392
66 C -3.222 4.590 -0.074
67 C -3.144 3.592 -1.035
68 C -1.907 3.209 -1.536
69 H 0.087 5.275 0.254
70 H -2.124 5.983 1.138
71 H -4.185 4.892 0.314
72 H -4.044 3.111 -1.395
73 H -1.816 2.440 -2.294
74 F -0.120 7.468 1.178
75 C 1.083 7.952 1.571
76 C 1.986 8.352 0.608
77 C 3.216 8.849 1.014
78 C 3.525 8.930 2.365
79 C 2.600 8.517 3.315
80 C 1.365 8.027 2.919
81 H 1.726 8.276 -0.439
82 H 3.933 9.175 0.273
83 H 4.486 9.316 2.677
84 H 2.841 8.577 4.367
85 H 0.627 7.707 3.643

These are the Mulliken partial charges, in e, on atoms 1 to 2: number 1, C, carries -0.087; number 2, C, carries -0.658

Entry 3:
C27H21F10N5O4SSn as an isolated structure, computed with ωB97M-V/def2-TZVPD.

HOMO: -1.17 eV
HOMO-LUMO gap: 5.5 eV
Max |F|: 0.410 eV/Å
Net charge: -2
ΔE to the lowest compared entry with this formula, charge and spin: 23.7 kcal per mole
Lowest unoccupied orbital energy: 4.34 eV

Geometry (Å):
1 Sn -0.613 0.421 0.470
2 O -3.994 -2.533 1.962
3 C -2.826 -1.990 1.460
4 O -3.087 -1.419 0.269
5 C -1.713 -1.989 2.217
6 C -1.757 -2.623 3.537
7 C -0.626 -2.880 4.208
8 C 0.640 -2.494 3.627
9 C 0.612 -1.720 2.498
10 N -0.497 -1.346 1.839
11 C 1.920 -1.229 1.933
12 O 2.914 -1.079 2.853
13 O 2.120 -0.985 0.780
14 H -4.689 -1.922 1.686
15 H -2.725 -2.886 3.938
16 H -0.656 -3.364 5.177
17 H 1.572 -2.866 4.030
18 H 2.496 -1.175 3.721
19 F 7.674 1.665 -3.665
20 C 6.424 1.178 -3.519
21 C 5.668 1.485 -2.404
22 F 6.196 2.287 -1.456
23 C 4.385 0.983 -2.259
24 F 3.724 1.332 -1.146
25 C 3.759 0.164 -3.223
26 S 2.143 -0.407 -3.068
27 C 4.578 -0.119 -4.336
28 F 4.111 -0.894 -5.327
29 C 5.862 0.363 -4.487
30 F 6.583 0.055 -5.584
31 N 3.049 4.029 -2.013
32 C 1.735 3.646 -2.046
33 N 1.398 2.636 -2.856
34 N 0.875 4.339 -1.331
35 C -0.358 3.861 -1.405
36 N -1.409 3.387 -1.504
37 H 3.721 3.299 -2.194
38 H 3.260 4.592 -1.206
39 H 2.091 1.986 -3.199
40 H 0.497 2.199 -2.731
41 F -3.521 0.630 2.180
42 C -2.331 1.284 1.890
43 F -2.733 2.468 1.281
44 C -1.818 1.724 3.263
45 F -2.715 2.457 3.968
46 F -0.715 2.484 3.147
47 F -1.504 0.668 4.027
48 C -1.515 -0.049 -2.809
49 C -2.635 -0.600 -1.925
50 C -3.661 0.519 -1.715
51 C -2.002 -1.008 -0.588
52 C -3.289 -1.830 -2.563
53 C -2.643 -2.572 -3.553
54 C -3.214 -3.718 -4.093
55 C -4.453 -4.157 -3.656
56 C -5.111 -3.434 -2.671
57 C -4.537 -2.290 -2.137
58 H -1.166 0.895 -2.393
59 H -1.881 0.146 -3.821
60 H -0.660 -0.723 -2.875
61 H -3.172 1.383 -1.262
62 H -4.478 0.216 -1.062
63 H -4.076 0.833 -2.676
64 H -1.379 -1.897 -0.764
65 H -1.670 -2.263 -3.908
66 H -2.678 -4.269 -4.857
67 H -4.899 -5.053 -4.072
68 H -6.076 -3.766 -2.307
69 H -5.062 -1.752 -1.362

These are the Mulliken partial charges, in e, on atoms 1 to 2: number 1, Sn, carries 0.800; number 2, O, carries -0.723

Entry 4:
C5H15N2O as an isolated structure, computed with ωB97M-V/def2-TZVPD.

HOMO: -13.29 eV
HOMO-LUMO gap: 4.9 eV
Max |F|: 7.508 eV/Å
Net charge: +1
ΔE to the lowest compared entry with this formula, charge and spin: 269.5 kcal per mole
Lowest unoccupied orbital energy: -8.43 eV

Geometry (Å):
1 C 1.619 2.268 2.081
2 C 0.806 0.975 1.513
3 C 0.921 0.674 -0.031
4 C 0.033 -0.493 -0.401
5 C -0.839 -0.225 -1.521
6 N -1.161 -1.080 -2.621
7 N 0.673 -1.793 -0.560
8 H 1.661 2.320 3.143
9 H 2.585 2.277 1.724
10 H 1.083 3.248 1.715
11 H -0.280 1.118 1.687
12 H 1.131 0.031 2.042
13 H 0.699 1.596 -0.516
14 H 1.991 0.468 -0.161
15 H -1.608 0.625 -1.353
16 H -0.032 -0.660 -2.376
17 H -1.448 -0.551 -3.414
18 H 0.240 -2.241 -1.347
19 H 1.715 -1.636 -0.783
20 H 1.443 0.796 -2.156
21 H -1.487 -0.783 0.755
22 H -2.991 -0.960 1.428
23 O -2.066 -0.591 1.505

These are the Mulliken partial charges, in e, on atoms 1 to 2: number 1, C, carries -1.252; number 2, C, carries -0.746